1.
Below is a 2-piece molecular cluster, C7H14OS overall at a distorted geometry, with properties calculated with the ωB97M-V functional and the def2-TZVPD basis.

Geometry as XYZ:
```
23
Properties=species:S:1:pos:R:3:forces:R:3:nbo_charge:R:1
C -1.330407 -0.618211 0.522398 1.62 1.26 2.46 -0.45
C 0.152038 0.393373 -1.687730 1.99 1.79 -0.19 -0.19
C -0.460315 -0.188938 1.460889 -0.55 -1.60 -0.44 0.06
C -0.997072 -0.041604 -2.537879 2.17 1.07 -0.97 -0.67
C 1.420693 -0.446572 -1.490838 -3.04 -2.26 2.42 -0.68
C 0.772367 -0.948649 1.877598 0.94 1.44 0.47 -0.66
C -0.689225 1.046602 2.182584 -2.06 -0.38 2.03 -0.65
O 1.398413 2.096162 -0.188899 0.30 0.31 0.07 -0.95
S 0.221885 1.929812 -1.068232 -0.56 -1.52 -0.51 1.09
H -2.240257 -0.128680 0.303923 -0.67 0.63 -0.34 0.20
H -1.018209 -1.416805 -0.033807 0.15 -2.36 -1.26 0.18
H -1.768971 0.718768 -2.474256 -0.69 -0.59 0.31 0.23
H -1.113922 -1.054804 -2.154802 -1.15 -0.03 -0.79 0.24
H -0.615724 0.053737 -3.609130 -0.61 -0.89 1.13 0.23
H 2.128484 -0.446128 -2.261627 0.92 0.48 -1.29 0.24
H 1.108236 -1.591548 -1.361926 0.58 2.30 -0.19 0.20
H 1.834939 -0.099953 -0.527782 0.26 -0.31 -0.77 0.26
H 1.183484 -0.723452 2.907672 -1.15 -0.46 -0.79 0.22
H 1.586910 -0.563370 1.292315 0.56 0.38 -0.42 0.22
H 0.784803 -1.978228 1.643698 -0.37 -1.27 0.11 0.22
H -1.338266 1.661122 1.597357 -0.51 0.73 -0.08 0.21
H 0.184723 1.567929 2.436580 1.31 0.73 0.18 0.23
H -1.204608 0.779436 3.171892 0.55 0.55 -1.15 0.22
```
Positions in Å, forces in eV/Å.

Computed properties:
Total energy = -20365.9756 eV
Spin multiplicity = 1
Gap between HOMO and LUMO = 8.428 eV
F_max = 4.49 eV/Å

2.
Below is C30H41BN11O4S3V as an isolated structure at a distorted geometry, with properties calculated with the ωB97M-V functional and the def2-TZVPD basis.

Geometry as XYZ:
```
91
Properties=species:S:1:pos:R:3:forces:R:3:nbo_charge:R:1
V -1.625110 -0.401110 -0.380865 -2.04 0.39 0.79 1.12
N -1.628410 0.789090 1.413435 0.42 0.19 0.15 -0.84
C -2.955710 1.253990 1.810235 -0.73 -0.14 0.15 -0.23
C -3.918910 0.124790 1.458135 -0.12 0.37 0.68 -0.23
N -3.675710 -0.252210 0.059435 -0.82 -0.27 -0.40 -0.88
H -1.285210 0.131690 2.111235 0.16 0.24 0.10 0.40
H -0.950710 1.546790 1.385235 0.00 -0.19 0.08 0.41
H -3.207810 2.157190 1.247735 0.10 -0.04 0.09 0.20
H -3.010310 1.483390 2.881835 -0.01 0.06 -0.25 0.23
H -4.963110 0.408990 1.633735 0.21 -0.05 -0.02 0.23
H -3.692410 -0.740310 2.091735 -0.10 0.06 -0.19 0.23
H -4.214910 0.352690 -0.559665 0.06 -0.18 0.03 0.39
H -4.015310 -1.209810 -0.081165 -0.12 0.14 -0.05 0.44
C -3.828510 -0.840210 -4.670165 0.16 0.43 -0.53 -0.42
N -4.275510 -1.798010 -3.695865 0.15 -0.46 0.76 -0.32
C -5.478910 -2.443810 -3.679565 -0.46 -0.34 0.26 -0.06
C -5.489810 -3.237910 -2.575165 -0.49 0.06 -0.57 -0.04
N -4.302910 -3.092410 -1.920665 0.24 0.36 -0.38 -0.46
B -3.981410 -3.738910 -0.542365 0.21 0.37 -0.06 0.19
N -2.524310 -4.267210 -0.499665 0.44 0.20 0.51 -0.45
C -2.130510 -5.504410 -0.910865 0.44 -0.47 -0.02 -0.03
C -0.880110 -5.741910 -0.436265 -0.44 -0.38 -0.41 -0.05
N -0.499910 -4.638010 0.272735 -0.75 0.29 -0.37 -0.32
C 0.704690 -4.537010 1.057235 0.48 0.14 0.44 -0.40
C -1.512710 -3.745810 0.202035 0.21 -0.07 0.02 0.30
S -1.448110 -2.207910 0.973335 -0.02 -0.39 1.11 -0.15
C -3.576110 -2.209910 -2.613565 0.06 0.11 -0.08 0.25
S -1.960310 -1.734910 -2.326565 0.48 -0.08 -0.39 -0.20
H -4.476110 0.037490 -4.651765 0.03 -0.03 -0.02 0.22
H -3.845910 -1.272610 -5.669965 -0.05 -0.04 0.05 0.23
H -2.803010 -0.547410 -4.437865 -0.21 -0.05 0.00 0.24
H -6.222510 -2.285010 -4.432865 -0.13 -0.01 -0.16 0.25
H -6.243710 -3.906810 -2.214965 -0.17 -0.10 0.05 0.25
H -4.730510 -4.630210 -0.364065 -0.28 -0.34 0.01 -0.01
H -4.067910 -2.896510 0.303635 -0.12 0.10 0.28 -0.07
H -2.776010 -6.128310 -1.490865 -0.13 -0.19 -0.11 0.25
H -0.253110 -6.603110 -0.535165 0.14 -0.16 0.01 0.25
H 1.303690 -5.429310 0.889535 -0.05 0.04 -0.01 0.24
H 0.469090 -4.467010 2.121235 -0.02 -0.02 -0.10 0.24
H 1.296490 -3.664510 0.780635 -0.06 -0.06 -0.03 0.21
C 2.112390 -1.430610 -1.967265 0.12 0.25 -0.28 -0.24
C 1.036590 -1.275910 -1.096965 0.35 -0.35 0.11 0.12
N 0.098990 -0.354510 -1.251565 2.12 -0.03 -1.37 -0.53
C 0.201990 0.469290 -2.315065 0.62 0.19 -0.71 0.13
C 1.256590 0.393490 -3.252265 -0.42 -0.08 0.52 0.00
C 2.234690 -0.592210 -3.053765 -0.25 -0.10 0.37 -0.10
C 1.259090 1.271590 -4.373565 -0.24 0.37 -0.17 -0.18
C 0.269790 2.180090 -4.551965 0.38 -0.21 -0.09 -0.16
C -0.793410 2.299790 -3.611865 -0.13 -0.38 0.60 -0.08
C -1.815010 3.254590 -3.732265 -0.10 -0.21 0.36 -0.09
C -2.796910 3.292090 -2.769765 0.18 -0.04 -0.17 -0.22
C -2.775010 2.353790 -1.734165 -0.19 0.14 0.08 0.07
N -1.835710 1.432590 -1.589465 0.06 0.16 -0.04 -0.51
C -0.836810 1.426290 -2.498365 0.13 0.57 -0.73 0.24
H 2.837790 -2.208410 -1.789665 0.03 -0.07 0.08 0.25
H 0.928390 -1.927610 -0.241065 -0.02 0.11 -0.11 0.23
H 3.051190 -0.688010 -3.751965 0.11 -0.04 -0.08 0.24
H 2.070590 1.185790 -5.078365 0.07 0.03 -0.15 0.24
H 0.255890 2.829590 -5.412865 0.10 0.09 -0.10 0.24
H -1.812410 3.943490 -4.561565 -0.02 0.12 -0.11 0.25
H -3.582810 4.030190 -2.805665 -0.09 0.00 0.02 0.25
H -3.572110 2.388590 -1.002165 0.03 -0.11 0.08 0.20
C 7.120590 5.065190 4.018535 0.15 0.08 0.17 -0.63
C 5.945890 4.374190 3.364135 -0.30 -0.45 0.64 -0.64
S 5.218990 3.291590 4.637235 -0.98 0.09 -0.86 2.17
O 4.797790 4.075990 5.752335 -0.13 0.44 0.22 -0.92
O 6.084290 2.170590 4.833435 0.43 -0.38 -0.09 -0.94
C 3.674790 2.619790 3.866435 1.02 0.32 0.23 -0.66
C 4.069190 1.569290 2.846935 0.58 0.18 0.19 -0.26
N 2.926090 0.786490 2.431335 -0.24 -0.33 0.05 -0.32
C 2.072990 1.075790 1.423835 -0.07 -0.12 0.00 0.40
N 1.074190 0.209890 1.358735 0.07 0.25 0.03 -0.52
C 1.279590 -0.676510 2.355135 0.65 -0.03 0.63 -0.06
C 2.421890 -0.339610 3.040335 -1.02 0.02 -0.97 0.18
N 2.946390 -1.046410 4.154435 -0.12 -0.18 0.02 0.51
O 3.852190 -0.555910 4.782535 0.39 0.20 0.30 -0.34
O 2.401090 -2.106410 4.379135 0.02 -0.28 0.22 -0.36
C 2.254390 2.180490 0.454035 0.19 0.07 0.02 -0.66
H 7.656090 5.687590 3.306135 -0.01 0.00 -0.05 0.23
H 7.801990 4.319590 4.419335 0.18 0.02 0.02 0.24
H 6.771190 5.684990 4.839335 0.05 0.10 0.05 0.24
H 6.257390 3.731590 2.546835 -0.03 -0.11 -0.15 0.23
H 5.181590 5.076090 3.046135 -0.17 0.04 -0.06 0.23
H 3.107690 3.450690 3.456335 -0.08 0.10 -0.02 0.23
H 3.132890 2.173690 4.698135 0.03 0.02 0.11 0.26
H 4.801690 0.911590 3.323735 -0.13 0.09 -0.30 0.29
H 4.515290 2.020990 1.958835 -0.02 -0.09 0.03 0.22
H 0.621590 -1.499110 2.548735 -0.07 -0.19 0.10 0.24
H 3.042390 1.925490 -0.256565 0.05 0.10 -0.07 0.24
H 2.525390 3.107490 0.952035 0.03 0.15 -0.05 0.24
H 1.328290 2.327390 -0.099165 0.01 0.00 0.02 0.23
```
Positions in Å, forces in eV/Å.

Computed properties:
Net charge = +2
Total energy = -115216.1617 eV
Spin multiplicity = 3
Gap between HOMO and LUMO (alpha / beta) = 7.171 / 7.099 eV
F_max = 2.52 eV/Å
⟨S²⟩ = 2.02

3.
Below is an isolated ion of composition C3H5O3 and charge +1 at a distorted geometry, with properties calculated with the ωB97M-V functional and the def2-TZVPD basis.

Geometry as XYZ:
```
11
Properties=species:S:1:pos:R:3:forces:R:3:nbo_charge:R:1
C 0.446810 -0.695222 -0.914835 0.42 -0.10 0.18 0.46
C 0.178932 -1.177256 0.425544 -0.38 0.76 -1.48 -0.40
C 0.021225 -0.342529 1.462118 -0.65 0.88 1.54 -0.06
O -0.781170 1.705972 -0.317136 -0.22 -0.03 2.15 -0.39
O 0.519457 1.645880 -0.695503 -0.30 -0.36 -0.24 0.06
O 0.528157 0.457039 -1.522672 1.03 -1.95 0.32 -0.16
H 0.615907 -1.502575 -1.636992 -0.32 0.45 -0.26 0.24
H -0.099262 -2.233489 0.412741 0.38 0.28 0.32 0.28
H -0.405602 -0.635590 2.458927 0.70 -0.08 -1.14 0.25
H -1.260972 2.043392 -1.053429 -0.68 0.97 -1.46 0.49
H 0.236517 0.734379 1.381238 0.01 -0.81 0.07 0.23
```
Positions in Å, forces in eV/Å.

Computed properties:
Net charge = +1
Total energy = -9319.7787 eV
Spin multiplicity = 1
Gap between HOMO and LUMO = 9.856 eV
F_max = 2.23 eV/Å